1.
The following is a quantum chemistry calculation of a structure of composition C49H37BrF4N9O2PSn, from the Open Molecules 2025 dataset.

Element x y z (Å)
Sn (-0.021673, 0.345365, -0.219406)
O (5.020437, 2.766357, 1.038510)
C (4.121613, 3.752923, 0.877271)
C (4.473999, 5.020267, 1.345944)
C (3.603048, 6.083154, 1.213417)
C (2.354662, 5.910477, 0.618535)
C (1.999847, 4.657641, 0.157962)
C (2.864379, 3.565378, 0.272383)
C (2.384626, 2.240515, -0.199115)
O (1.196670, 2.163185, -0.654272)
N (3.229683, 1.229294, -0.089932)
N (2.600013, 0.049061, -0.445580)
C (3.329554, -0.817180, -1.009488)
C (2.795771, -2.095861, -1.523375)
C (3.576591, -2.804116, -2.428432)
C (3.067812, -3.960786, -2.993150)
C (1.787911, -4.354959, -2.651994)
C (1.088564, -3.589141, -1.727302)
N (1.577059, -2.495736, -1.149906)
H (4.624556, 1.950487, 0.636721)
H (5.444697, 5.140354, 1.808625)
H (3.897978, 7.059385, 1.578966)
H (1.670039, 6.742602, 0.523561)
H (1.029173, 4.482525, -0.288249)
H (4.380222, -0.591847, -1.203282)
H (4.563979, -2.443477, -2.685857)
H (3.657567, -4.535769, -3.695355)
H (1.335995, -5.239247, -3.079404)
H (0.085719, -3.874910, -1.431993)
C (1.768104, 0.844525, 2.755866)
N (0.625293, 1.216696, 1.911481)
C (0.098290, 2.374844, 2.115820)
C (-0.957354, 2.877920, 1.301006)
C (-1.598389, 4.113435, 1.321969)
C (-2.464706, 4.116230, 0.220031)
C (-2.295275, 2.879013, -0.412000)
N (-1.398958, 2.123728, 0.246729)
C (1.376995, 0.480266, 4.168592)
C (0.408098, -0.488591, 4.414631)
C (0.039086, -0.814816, 5.708640)
C (0.642332, -0.172771, 6.785146)
C (1.609742, 0.792447, 6.551817)
C (1.974443, 1.116445, 5.248758)
H (2.480736, 1.674173, 2.787229)
H (2.284306, 0.011144, 2.277097)
H (0.472112, 3.018436, 2.917107)
H (-1.442032, 4.901025, 2.043476)
H (-3.137337, 4.902701, -0.083248)
H (-2.791814, 2.504192, -1.297051)
H (-0.068763, -0.968692, 3.572165)
H (-0.728056, -1.561687, 5.878928)
H (0.356496, -0.422021, 7.798852)
H (2.078477, 1.303517, 7.383129)
H (2.727666, 1.875715, 5.070385)
F (-2.644803, -5.567158, 5.259512)
C (-2.705318, -4.465972, 4.516179)
C (-3.740632, -3.570698, 4.688118)
F (-4.686321, -3.815536, 5.593658)
C (-3.794221, -2.431615, 3.903530)
F (-4.858474, -1.646237, 4.086534)
C (-2.821884, -2.123434, 2.962685)
P (-2.803082, -0.553275, 1.984775)
C (-4.187112, -0.853195, 0.815363)
C (-4.724278, 0.245898, 0.140913)
C (-5.755442, 0.082116, -0.769586)
C (-6.253910, -1.186281, -1.043208)
C (-5.711437, -2.287576, -0.397755)
C (-4.687683, -2.120287, 0.528683)
C (-3.503269, 0.687033, 3.138626)
C (-2.592038, 1.287507, 4.002709)
C (-3.001272, 2.253875, 4.912275)
C (-4.326840, 2.655808, 4.938893)
C (-5.241673, 2.076682, 4.064985)
C (-4.835253, 1.093574, 3.178331)
C (-1.796088, -3.063794, 2.792589)
Br (-0.436234, -2.864878, 1.496616)
C (-1.739868, -4.214477, 3.557371)
F (-0.769603, -5.115906, 3.405204)
H (-4.342666, 1.240200, 0.346879)
H (-6.166304, 0.948681, -1.272244)
H (-7.062290, -1.314083, -1.751836)
H (-6.094331, -3.280283, -0.597985)
H (-4.286564, -2.991314, 1.032383)
H (-1.550838, 0.990779, 3.973552)
H (-2.277004, 2.697937, 5.583444)
H (-4.650727, 3.418147, 5.636041)
H (-6.279674, 2.383409, 4.082107)
H (-5.564430, 0.639371, 2.518506)
N (-0.108027, 2.111143, -4.511931)
C (1.218359, 2.464425, -4.393910)
C (1.773373, 1.517554, -3.592688)
N (0.828131, 0.597778, -3.205490)
C (-0.289065, 0.983369, -3.771016)
C (-1.573220, 0.288151, -3.658195)
N (-1.927493, -0.470418, -2.654647)
C (-3.176396, -0.948582, -2.972021)
C (-3.574076, -0.471200, -4.182989)
N (-2.537543, 0.325815, -4.618517)
H (-0.826399, 2.676350, -4.929315)
H (1.620496, 3.346713, -4.858380)
H (2.789170, 1.461016, -3.237544)
H (-3.719948, -1.590789, -2.298077)
H (-4.470417, -0.613622, -4.759699)
H (-2.475220, 0.772264, -5.516358)

Cartesian forces (eV/Å) of the 6 atoms listed first:
Sn 0.1 0.2 0.1
O -0.1 -0.1 -0.1
C 0.0 0.1 0.0
C 0.0 0.0 0.0
C 0.0 0.0 0.0
C 0.0 0.0 0.0

**Energy**: -164953.0888 eV
**Gap between HOMO and LUMO**: 7.6 eV
**E_LUMO**: 0.15 eV
**E_HOMO**: -7.45 eV
**Maximum force**: 0.007 Eh/bohr

2.
The following is a quantum chemistry calculation of a structure of composition C49H37CrF10N6O14P, from the Open Molecules 2025 dataset.

Element x y z (Å)
Cr (0.754596, -0.805257, -0.310561)
O (1.494854, -1.226231, 3.680111)
C (1.726022, -1.120666, 2.487516)
O (0.793523, -0.853487, 1.623926)
C (3.143418, -1.228088, 1.990543)
C (4.130492, -1.455414, 2.936547)
C (5.465275, -1.489121, 2.580637)
C (5.862389, -1.313612, 1.258674)
C (4.882492, -1.102192, 0.335490)
C (3.500082, -1.017821, 0.635179)
O (2.695497, -0.731554, -0.326617)
N (5.249125, -0.933108, -1.077529)
O (5.108417, -1.892833, -1.801787)
O (5.666252, 0.148679, -1.425366)
N (6.482522, -1.711979, 3.593974)
O (7.640436, -1.805022, 3.224677)
O (6.127508, -1.795474, 4.754204)
H (3.833213, -1.592644, 3.966708)
H (6.909634, -1.338288, 0.992569)
F (-1.118154, 7.996743, -0.804174)
C (-0.112688, 7.377665, -1.452710)
F (-0.358327, 7.508237, -2.763772)
F (0.994731, 8.098046, -1.191599)
C (0.034275, 5.946642, -1.021757)
C (0.059009, 4.919137, -1.945215)
C (0.217694, 3.604597, -1.513309)
C (0.348815, 3.322363, -0.163451)
C (0.320296, 4.372163, 0.760438)
C (0.166524, 5.675014, 0.338204)
P (0.565929, 1.608568, 0.498769)
C (-0.852409, 1.619501, 1.675542)
C (-0.884542, 1.133864, 2.980062)
C (-2.049149, 1.208711, 3.727919)
C (-3.203414, 1.741460, 3.174659)
C (-3.210927, 2.159814, 1.853833)
C (-2.042249, 2.092594, 1.117281)
C (-4.424671, 1.867113, 4.037484)
F (-4.218169, 2.717244, 5.066206)
F (-4.783425, 0.696657, 4.594597)
F (-5.494282, 2.327461, 3.373707)
C (2.181225, 1.860739, 1.329244)
C (2.448751, 1.864791, 2.690529)
C (3.755224, 1.978909, 3.151940)
C (4.797094, 2.082347, 2.247360)
C (4.541018, 2.094102, 0.879783)
C (3.241883, 1.990824, 0.427157)
C (6.219018, 2.201815, 2.716565)
F (6.355467, 1.965848, 4.028649)
F (6.717299, 3.435131, 2.493659)
F (7.034696, 1.346131, 2.076576)
H (-0.039865, 5.130451, -3.000401)
H (0.263878, 2.806318, -2.236308)
H (0.418080, 4.164885, 1.818793)
H (0.145978, 6.484576, 1.056431)
H (-0.030713, 0.646537, 3.420930)
H (-2.055272, 0.842094, 4.745946)
H (-4.120983, 2.524760, 1.400464)
H (-2.056733, 2.434933, 0.090589)
H (1.665086, 1.750424, 3.416281)
H (3.955675, 1.954005, 4.213029)
H (5.357445, 2.142187, 0.170546)
H (3.047828, 1.955547, -0.642372)
F (-2.673196, -2.141406, -5.443529)
C (-1.861088, -1.077226, -5.549609)
C (-0.633662, -1.091429, -5.021318)
N (0.230239, -0.029167, -5.131094)
C (1.530733, -0.098600, -4.465451)
C (1.401024, 0.117444, -2.951341)
O (1.864889, 1.132636, -2.452447)
O (0.795143, -0.826247, -2.339294)
C (-0.145547, 1.140342, -5.759360)
O (0.569660, 2.108372, -5.873714)
N (-1.432204, 1.117850, -6.272362)
C (-2.377433, 0.096405, -6.231904)
O (-3.478065, 0.228477, -6.716857)
H (-0.268045, -1.944587, -4.467381)
H (2.169588, 0.673783, -4.883778)
H (1.945527, -1.087756, -4.658791)
H (-1.722179, 1.971645, -6.730454)
N (0.886501, -2.781909, -0.419441)
C (0.524534, -3.869804, -0.529538)
N (0.143911, -5.110769, -0.638920)
C (0.581029, -5.959458, -1.742163)
C (0.896824, -7.334161, -1.176066)
O (-0.205446, -7.856535, -0.460806)
C (-0.553931, -7.027672, 0.638340)
C (-0.954867, -5.641029, 0.173632)
H (1.461253, -5.519808, -2.209886)
H (-0.222247, -6.033717, -2.482637)
H (1.774036, -7.266148, -0.519140)
H (1.110656, -8.035400, -1.982123)
H (0.292747, -6.958265, 1.333487)
H (-1.387801, -7.513763, 1.142521)
H (-1.140354, -4.962974, 1.002754)
H (-1.859057, -5.684152, -0.438662)
C (-7.341200, 0.866509, 0.683408)
C (-5.999012, 0.220643, 0.467214)
C (-5.474109, -0.669123, 1.391887)
C (-4.228324, -1.262675, 1.213081)
C (-3.700225, -2.205112, 2.262933)
C (-3.488934, -0.943721, 0.071913)
C (-3.993915, -0.047021, -0.872666)
C (-3.222721, 0.295021, -2.118207)
C (-5.246604, 0.515062, -0.663546)
C (-2.131646, -1.575583, -0.118222)
O (-2.009120, -2.793259, -0.076177)
O (-1.197028, -0.712784, -0.307691)
H (-7.857200, 0.424185, 1.534481)
H (-7.975210, 0.757298, -0.197670)
H (-7.231743, 1.935005, 0.879115)
H (-6.042480, -0.903682, 2.285139)
H (-4.325188, -2.168083, 3.154183)
H (-2.677611, -1.950291, 2.545261)
H (-3.678404, -3.226652, 1.885697)
H (-2.960966, -0.611324, -2.666124)
H (-2.283991, 0.796707, -1.880309)
H (-3.817084, 0.932913, -2.771246)
H (-5.643181, 1.204125, -1.402100)

Cartesian forces (eV/Å) of the 6 atoms listed first:
Cr 0.2 0.5 -0.4
O 0.0 0.0 0.2
C 0.2 0.1 -0.1
O -0.1 -0.2 -0.1
C 0.0 0.0 0.0
C 0.0 0.0 0.0

**Energy**: -153910.2530 eV
**Gap between HOMO and LUMO (alpha / beta)**: 8.4 / 8.4 eV
**Charge**: -1
**Spin multiplicity**: 4
**E_LUMO (alpha / beta)**: 1.89 / 1.82 eV
**Expectation value of S²**: 3.774
**E_HOMO (alpha / beta)**: -6.47 / -6.59 eV
**Maximum force**: 0.016 Eh/bohr

> Among the records above, which one has the highest energy?

C49H37CrF10N6O14P

> Among the records above, which one has the highest energy?

C49H37CrF10N6O14P